Molecular formula: C10H15N4O
Method: DFT, ωB97M-V with the def2-TZVPD basis set

The geometry in ORCA input format:
```
! RIJCOSX wB97M-V def2-TZVPD def2/J DEFGRID3
* xyz 1 1
C -2.040 0.258 -1.613
C -2.495 1.554 -1.536
C -1.246 1.019 0.346
C -0.310 -2.162 0.170
C 1.822 -0.771 0.333
C 1.040 -1.958 0.633
C -3.304 2.348 -2.477
C 0.312 0.369 2.150
C 4.097 -0.263 -0.039
C -0.624 1.221 1.520
N -1.243 -1.407 -0.323
N -1.280 -0.042 -0.542
N -1.979 1.979 -0.320
N 1.651 -3.101 1.085
O 3.112 -1.081 0.569
H -2.093 -0.353 -2.469
H -0.620 -3.174 0.184
H -3.247 1.776 -3.395
H -4.328 2.218 -2.112
H -3.096 3.374 -2.603
H 1.254 0.209 1.245
H 0.033 -0.521 2.616
H 0.836 0.949 2.959
H 4.487 0.310 0.882
H 3.609 0.395 -0.649
H 4.707 -1.124 -0.581
H -0.754 2.178 1.893
H -2.207 2.905 0.008
H 1.224 -4.008 1.208
H 2.681 -3.097 0.856
*
```

Computed properties:
LUMO (alpha / beta) = -4.79 / -4.56 eV
energy = -18608.0217 eV
energy above the lowest of the compared OMol25 structures with the same formula, charge and spin = 151.11 kcal per mole